[1]
Density functional theory data (ωB97M-V/def2-TZVPD) for a 3-piece molecular cluster, C7H13NO overall.

Summary:
Relative energy (zero: lowest compared OMol25 entry of this formula, charge and spin): 438.8 kJ/mol
Charge: 0
SMILES: CC(C)=N.C=CO.C#C
HOMO: -8.55 eV
Kohn-Sham gap: 9.48 eV

Each line ends with the Löwdin charge.
Atoms and positions in Å:
C  1.14005  -0.46721  1.82489  -0.05
C  1.45573  -0.34755  0.35998  -0.50
C  2.73253  0.37299  -0.00274  -0.06
N  0.89610  -1.19580  -0.42234  0.10
H  0.64869  0.43943  2.17703  0.07
H  2.03785  -0.60468  2.42144  0.08
H  0.44435  -1.27830  2.02213  0.08
H  3.39473  -0.27120  -0.58289  0.08
H  3.27952  0.75562  0.86861  0.08
H  2.49842  1.23783  -0.62883  0.07
H  1.25644  -1.17373  -1.37379  0.07
C  -2.94278  -0.75936  0.13957  0.00
C  -2.02326  -0.72709  -0.82012  -0.35
O  -2.30736  -0.73068  -2.15477  -0.03
H  -2.66203  -0.89517  1.16800  0.04
H  -3.99770  -0.64631  -0.07101  0.05
H  -0.94463  -0.96826  -0.62094  0.07
H  -3.25871  -0.61869  -2.28168  0.10
C  -0.81066  1.68577  -0.86902  0.03
C  -0.01606  2.00576  -0.01004  0.00
H  -1.36355  1.53909  -1.75785  0.04
H  0.54231  2.64755  0.61436  0.04

=====

[2]
Density functional theory data (ωB97M-V/def2-TZVPD) for one molecule with the formula C7H13NO.

Summary:
Relative energy (zero: lowest compared OMol25 entry of this formula, charge and spin): 308.0 kJ/mol
Charge: 0
SMILES: C=C(C)N(O)C=C(C)C
HOMO: -7.92 eV
Kohn-Sham gap: 8.82 eV

Each line ends with the Löwdin charge.
Atoms and positions in Å:
C  -2.11963  1.34461  0.39027  0.08
C  -1.10730  1.12961  -0.46453  -0.37
C  -0.25033  2.27900  -0.94214  -0.04
N  -0.81107  -0.13795  -0.98565  -0.19
O  -1.20426  -0.27691  -2.32424  0.00
C  0.43454  -0.69450  -0.72229  -0.08
C  0.93020  -1.14667  0.44419  -0.32
C  0.10636  -1.28772  1.69208  -0.06
C  2.36533  -1.56864  0.56791  -0.08
H  -2.33059  2.33421  0.78167  0.06
H  -2.73971  0.52537  0.73767  0.06
H  -0.70226  3.24999  -0.71401  0.08
H  -0.11184  2.23383  -2.02809  0.08
H  0.73586  2.24444  -0.46768  0.08
H  -2.14972  -0.48964  -2.22857  0.12
H  1.05084  -0.70655  -1.61892  0.12
H  0.35486  -0.50076  2.40963  0.08
H  0.29909  -2.25912  2.16148  0.08
H  -0.96856  -1.25155  1.49068  0.07
H  2.84837  -1.01035  1.37740  0.08
H  2.93373  -1.37326  -0.34752  0.08
H  2.43608  -2.63740  0.79069  0.08

=====

Number 1: electronic energy -404.36034 hartree. Number 2: electronic energy -404.41015 hartree.